ORCA calculation (the ωB97M-V functional and the def2-TZVPD basis) on a 3-piece molecular cluster, C22H51FIO13P3S2 overall.

Geometry (Å):
C: 0.9689 4.9358 2.9587
C: 0.2274 3.5749 3.5821
O: -0.7977 3.1418 2.5854
C: -0.9909 1.6623 2.7450
C: -0.1060 0.9673 1.5515
P: 1.2335 -0.2589 2.1402
F: 2.4328 0.7369 1.2733
S: -0.1508 -1.5106 3.1945
C: 1.7055 -1.7230 0.9459
C: 1.0544 -1.4763 -0.5380
C: 2.0534 -1.9446 -1.7916
C: 1.7336 -1.0016 -3.0976
S: 0.9398 -1.9542 -4.5429
O: 2.1086 -2.3619 -5.4715
O: 0.1864 -3.2152 -4.0016
O: -0.1925 -0.8914 -5.2659
C: 2.2904 -0.1044 3.7298
C: 3.1910 -1.5040 3.8817
O: 2.6956 -2.5442 4.6022
I: 5.1667 -1.7948 2.9257
H: 1.6141 5.4649 3.8092
H: 0.0941 5.6685 2.6173
H: 1.6042 4.6424 2.0173
H: -0.3920 3.9468 4.5194
H: 0.9903 2.7289 3.8622
H: -0.7317 1.2804 3.8212
H: -2.1333 1.4826 2.4541
H: 0.4089 1.8241 0.9131
H: -0.8178 0.3831 0.8013
H: -1.3225 -1.7431 2.4569
H: 1.2880 -2.7074 1.4758
H: 2.8741 -1.8771 0.8671
H: 0.0175 -2.0635 -0.5882
H: 0.8388 -0.3409 -0.7218
H: 1.8857 -3.0928 -1.9583
H: 3.1827 -1.8283 -1.4278
H: 2.7627 -0.4895 -3.4077
H: 0.9936 -0.1056 -2.8831
H: -0.4834 -0.1643 -4.6243
H: 1.6351 -0.0472 4.7096
H: 3.0628 0.7780 3.6239
C: 0.3986 2.0326 -11.4437
C: 1.6298 2.8961 -11.6194
O: 2.1619 3.3112 -10.3727
P: 2.8468 2.1420 -9.4215
O: 4.2091 2.1562 -10.1573
O: 3.3694 3.1325 -8.1796
C: 4.7664 3.1960 -7.8942
C: 5.4510 4.2834 -8.7143
O: 1.3246 2.1261 -8.5994
C: 1.0534 0.8948 -7.9390
C: 2.1011 0.5478 -6.8966
H: 0.6493 1.0811 -10.9679
H: -0.0646 1.8104 -12.4117
H: -0.3407 2.5307 -10.8073
H: 2.3981 2.3621 -12.1899
H: 1.3688 3.7988 -12.1813
H: 5.2329 2.2163 -8.0515
H: 4.8843 3.4209 -6.8279
H: 5.1225 4.3083 -9.7595
H: 6.5371 4.1563 -8.6955
H: 5.2115 5.2733 -8.3025
H: 0.9825 0.1008 -8.6891
H: 0.0755 0.9904 -7.4596
H: 3.0813 0.3866 -7.3575
H: 1.8263 -0.3673 -6.3645
H: 2.2155 1.3595 -6.1722
C: -5.1719 0.4712 7.1739
C: -6.0240 -0.4426 8.0288
O: -5.7693 -1.8093 7.7513
P: -4.2906 -2.4039 8.1994
O: -4.6876 -2.6415 9.6771
O: -4.5369 -3.9957 7.7502
C: -4.4679 -5.0099 8.7522
C: -5.8283 -5.2436 9.3991
O: -3.8470 -2.1384 6.5485
C: -2.4470 -1.9624 6.3622
C: -1.6403 -3.1604 6.8298
H: -4.1133 0.3744 7.4277
H: -5.4558 1.5197 7.3189
H: -5.2766 0.2233 6.1120
H: -5.8557 -0.2440 9.0933
H: -7.0831 -0.2580 7.8217
H: -3.7033 -4.7593 9.4969
H: -4.1328 -5.9371 8.2730
H: -6.3667 -4.3154 9.6216
H: -5.7230 -5.8137 10.3264
H: -6.4779 -5.8093 8.7173
H: -2.1318 -1.0583 6.8927
H: -2.2780 -1.7997 5.2943
H: -1.7432 -3.3112 7.9096
H: -0.5782 -3.0184 6.6109
H: -1.9841 -4.0775 6.3425

Structure (SMILES): CCOCCP(F)(S)(CCCCS(=O)(=O)O)CC(=O)I.CCOP(=O)(OCC)OCC.CCOP(=O)(OCC)OCC
Multiplicity: 1
Gap between HOMO and LUMO, eV: 7.8
Electronic energy, eV: -110603.34538
LUMO energy, eV: -1.85

=====

ORCA calculation (the ωB97M-V functional and the def2-TZVPD basis) on a 9-piece molecular cluster, C22H52N2O7S7 overall.

Geometry (Å):
C: -20.4918 24.2785 13.1328
S: -20.8103 23.8068 11.4132
O: -22.1910 24.3037 11.1633
C: -19.7190 25.0206 10.6565
H: -21.1577 23.7485 13.8006
H: -20.7240 25.3447 13.1253
H: -19.4439 24.1554 13.4072
H: -19.9924 26.0235 10.9803
H: -19.8432 24.9595 9.5778
H: -18.6867 24.7812 10.9185
C: -17.9861 21.5757 10.4476
S: -18.6571 21.5641 8.7751
O: -17.9299 20.5354 7.9945
C: -20.2105 20.7500 9.1776
H: -17.9488 20.5574 10.8290
H: -18.5957 22.2233 11.0841
H: -17.0029 22.0465 10.4195
H: -20.8084 21.3759 9.8411
H: -20.0974 19.7242 9.5046
H: -20.7171 20.7657 8.2080
C: -21.5253 15.7641 14.1802
S: -21.0806 16.3478 12.5371
O: -19.6509 15.9174 12.3708
C: -22.0378 15.1476 11.6121
H: -20.8866 16.2750 14.8874
H: -21.3763 14.6953 14.3358
H: -22.5806 16.0078 14.2817
H: -22.0989 14.2004 12.1491
H: -21.4579 14.9078 10.7142
H: -23.0162 15.4596 11.2539
C: -21.0895 18.9243 17.1302
S: -22.5009 18.0137 16.4689
O: -23.5715 18.0010 17.4891
C: -22.9763 19.2444 15.2505
H: -20.3808 19.2025 16.3452
H: -20.5522 18.3768 17.8995
H: -21.5125 19.8367 17.5609
H: -22.1505 19.5590 14.6064
H: -23.3832 20.1207 15.7562
H: -23.7331 18.7776 14.6218
C: -16.0678 19.7154 16.8806
S: -15.3572 21.2575 17.5020
O: -14.7106 21.9163 16.3523
C: -14.1271 20.4794 18.5511
H: -16.9864 19.8827 16.3422
H: -16.2488 19.0481 17.7297
H: -15.2816 19.2218 16.3062
H: -13.5475 21.2674 19.0243
H: -13.5852 19.6545 18.0984
H: -14.6881 20.0558 19.4000
C: -24.2711 20.8348 11.0916
S: -23.4961 19.5167 10.1572
O: -23.4828 18.3874 11.1403
C: -24.8939 19.1103 9.1043
H: -24.6284 21.6136 10.4039
H: -23.5462 21.3373 11.7283
H: -25.1339 20.4806 11.6499
H: -25.6779 18.7438 9.7644
H: -24.5758 18.3052 8.4455
H: -25.2444 19.9502 8.5068
C: -14.3436 19.9659 13.1790
S: -13.3191 21.3267 12.6419
O: -11.9500 20.9292 13.0336
C: -13.5713 21.2483 10.8564
H: -14.1079 19.8933 14.2385
H: -14.1073 19.0044 12.7197
H: -15.4152 20.1042 13.0104
H: -12.6742 21.6280 10.3728
H: -14.4295 21.8860 10.6501
H: -13.7870 20.2569 10.4520
N: -19.0655 18.7011 12.8870
C: -18.2789 19.1050 13.9181
C: -18.6705 20.3649 14.2620
C: -19.7639 20.7079 13.4287
C: -20.0181 19.6436 12.6289
H: -19.1482 17.7621 12.4620
H: -17.4883 18.4648 14.2645
H: -18.1750 20.9374 15.0257
H: -20.3100 21.6256 13.6101
H: -20.8118 19.4262 11.9341
N: -15.1261 16.9547 11.5120
C: -16.4795 16.9564 11.7063
C: -17.0553 17.5639 10.6138
C: -16.0090 17.9618 9.7294
C: -14.8393 17.5624 10.3014
H: -14.4296 16.4860 12.0508
H: -16.8740 16.4143 12.5485
H: -18.1089 17.7366 10.5099
H: -16.0762 18.5542 8.8361
H: -13.8232 17.6490 9.9541

Multiplicity: 1
Gap between HOMO and LUMO, eV: 8.4
Relative energy (zero: lowest compared OMol25 entry of this formula, charge and spin), kcal/mol: 4.7
Electronic energy, eV: -116810.23533
LUMO energy, eV: 0.23

=====

ORCA calculation (the ωB97M-V functional and the def2-TZVPD basis) on C22H53BCdFN5O10S as an isolated structure.

Geometry (Å):
Cd: 0.7830 -1.2455 -1.4264
F: 2.5806 -1.0951 -2.5897
B: 0.6435 0.8693 -0.6576
H: -0.5391 0.8260 -0.3943
H: 0.7960 0.6751 -1.8116
H: 1.0958 1.9319 -0.3025
H: 1.2600 0.0646 -0.0432
S: -0.2486 -2.5361 -3.6315
O: 0.5781 -3.1798 -2.5385
O: -0.4934 -1.1215 -3.1298
O: 0.5243 -2.5247 -4.8617
O: -1.5409 -3.2529 -3.7836
C: 0.5342 5.8002 -2.9710
C: 0.9282 4.4551 -2.3369
C: 2.2222 4.5869 -1.5948
O: 3.3067 5.0458 -2.3712
C: 3.6821 4.2127 -3.4448
N: -0.1666 3.9386 -1.5121
H: -0.4432 5.7181 -3.4604
H: 1.3038 6.2235 -3.6155
H: 0.2907 6.5931 -2.2412
H: 1.0575 3.8775 -3.2634
H: 2.4627 3.6346 -1.0990
H: 2.0829 5.3187 -0.7934
H: 2.8655 3.9506 -4.1246
H: 4.1107 3.2671 -3.0944
H: 4.3971 4.7687 -4.0521
H: -0.8906 3.5228 -2.0863
H: 0.2787 3.1358 -1.0400
C: 5.0399 1.5530 2.2637
C: 4.4628 0.2918 1.6280
C: 3.0194 0.1301 2.1569
O: 3.0042 -0.2434 3.5492
C: 3.4158 -1.5478 3.7837
N: 4.4108 0.4582 0.1626
H: 4.2599 2.3145 2.3293
H: 5.8661 1.9455 1.6695
H: 5.3666 1.3580 3.2873
H: 5.0010 -0.6209 1.8897
H: 2.3891 -0.5915 1.6203
H: 2.5481 1.1090 2.0689
H: 3.3009 -1.7922 4.8385
H: 4.5050 -1.6990 3.6278
H: 2.9655 -2.2571 3.0755
H: 4.1573 1.4179 -0.0382
H: 3.6529 -0.1614 -0.1106
C: -4.9525 -2.8905 -0.8781
C: -4.9836 -2.5255 -2.3519
C: -4.2552 -1.2300 -2.6907
O: -4.7208 -0.1715 -1.8835
C: -3.9365 1.0036 -2.1105
N: -4.2495 -3.5993 -3.1324
H: -5.4594 -3.8395 -0.6942
H: -5.4509 -2.0984 -0.3006
H: -3.9554 -2.9130 -0.4373
H: -6.0349 -2.5343 -2.6504
H: -4.4854 -1.1057 -3.7578
H: -3.1819 -1.3811 -2.5484
H: -4.3347 1.7863 -1.4667
H: -3.9647 1.2850 -3.1678
H: -2.9023 0.7881 -1.8366
H: -3.2439 -3.3058 -3.2504
H: -4.0718 -4.2776 -2.3840
C: -1.4422 -3.1579 1.8214
C: -0.4740 -2.3005 1.0305
C: 0.7986 -3.1821 0.8490
O: 1.8294 -2.6210 0.0690
C: 2.9407 -3.4250 -0.1634
N: -1.0384 -2.0085 -0.3160
H: -1.5897 -4.1485 1.3868
H: -2.4099 -2.7153 2.0672
H: -1.0419 -3.3460 2.8349
H: -0.2773 -1.3989 1.6125
H: 0.5086 -4.1704 0.4675
H: 1.1750 -3.3743 1.8698
H: 3.7297 -2.8572 -0.6461
H: 2.6701 -4.2712 -0.8094
H: 3.3340 -3.8866 0.7606
H: -1.9982 -1.6865 -0.2874
H: -1.0306 -2.8767 -0.8602
C: -1.1363 2.0431 3.2542
C: -2.0217 1.4105 2.3977
C: -2.9227 0.4506 2.8234
C: -2.8527 0.0697 4.1461
C: -1.9489 0.6433 5.0250
C: -1.1686 1.7112 4.6027
N: -3.7149 -0.9925 4.6486
O: -3.2943 -1.6951 5.5480
O: -4.8017 -1.1368 4.1152
H: -0.4198 2.7806 2.9209
H: -1.9664 1.6564 1.3424
H: -3.6233 -0.0135 2.1422
H: -1.8770 0.1713 5.9964
H: -0.5795 2.2117 5.3609

Multiplicity: 1
Gap between HOMO and LUMO, eV: 5.3
Electronic energy, eV: -70388.57570
Net charge: -2
LUMO energy, eV: 2.99